(1)
7
Properties=species:S:1:pos:R:3:forces:R:3 method="wB97M-V/def2-TZVPD" spin_multiplicity=1 gap_ev="6.69 / 8.27" total_energy_ev=-30170.6089 charge=0 homo_energy_ev="-10.09 / -10.43" e_lumo_ev="-3.4 / -2.2"
C 0.952132 -0.378157 0.175727 0.790 -1.076 -0.369
O -0.532195 1.571214 -0.907409 0.007 1.017 -2.385
F 0.481646 -1.223080 -0.762832 -0.264 -0.320 0.906
F 1.254356 -1.041581 1.360131 -0.943 1.071 -1.799
F 2.109158 0.037339 -0.354887 -0.353 0.651 0.782
S -0.402563 0.947414 0.375675 0.625 -1.323 2.817
I -3.862534 0.086850 0.113595 0.137 -0.020 0.048

(2)
16
Properties=species:S:1:pos:R:3:forces:R:3 method="wB97M-V/def2-TZVPD" spin_multiplicity=1 gap_ev=4.59 total_energy_ev=-7835.5443 charge=+1 homo_energy_ev=-12.10 e_lumo_ev=-7.5
C 2.090584 -0.409389 1.538770 -1.432 -3.231 1.323
C 2.184635 0.446587 -0.932143 0.677 -1.266 -2.250
C -2.016364 0.061862 0.971904 -1.821 -0.216 0.750
C -2.237430 -0.262245 -1.391878 -0.653 -1.656 -2.965
N -2.036880 -0.716295 -0.276530 0.493 -1.191 4.223
O 1.275008 -1.202952 1.646263 2.215 2.748 -0.615
H 1.250623 0.353690 -1.491853 -0.006 0.339 0.189
H 1.896562 0.429457 0.091701 -0.641 0.705 1.688
H 2.779685 1.325415 -1.192484 -0.182 -0.205 0.308
H 2.713688 -0.507777 -1.116110 0.099 0.604 -0.009
H -2.216594 1.116940 0.848421 -0.302 0.490 -0.321
H -2.852940 -0.371662 1.646461 1.096 0.703 -1.322
H -1.196011 0.055801 1.686484 0.824 -0.750 -0.621
H -2.538977 -1.013466 -2.158437 0.561 0.418 0.235
H -2.156274 0.695910 -1.797736 -0.153 2.264 0.042
H 3.060689 -0.001876 1.927165 -0.774 0.243 -0.658

(3)
34
Properties=species:S:1:pos:R:3:forces:R:3 method="wB97M-V/def2-TZVPD" spin_multiplicity=1 gap_ev=7.03 total_energy_ev=-25734.1288 charge=-1 homo_energy_ev=-4.70 e_lumo_ev=2.3
O 7.134565 0.308936 -1.023100 0.054 0.069 0.043
C 5.892185 1.035179 -0.836389 0.085 0.064 0.157
C 4.677727 0.359538 -1.412664 -0.017 -0.031 -0.125
B 3.300898 1.260736 -1.228932 0.003 0.067 -0.016
C 2.003609 0.324579 -0.892111 0.015 -0.132 -0.035
C 0.700298 1.105161 -0.773809 -0.083 0.092 -0.026
C -0.530465 0.248616 -0.433228 -0.080 -0.098 0.083
S -1.859114 0.236764 -1.691041 0.102 -0.047 -0.042
H 7.049697 -0.132768 -1.871098 -0.050 -0.052 -0.067
H 5.793430 1.162771 0.244411 -0.042 -0.044 -0.030
H 6.000988 2.041328 -1.260556 0.003 -0.037 -0.050
H 4.564466 -0.632854 -0.951573 0.048 0.032 0.084
H 4.882239 0.173070 -2.481243 -0.077 -0.007 0.005
H 3.067542 1.910539 -2.261285 0.048 0.011 0.039
H 3.467570 2.071286 -0.299630 -0.027 -0.035 -0.012
H 2.160298 -0.233937 0.045373 0.022 0.034 0.002
H 1.883109 -0.451352 -1.668776 -0.049 0.034 -0.013
H 0.521011 1.646830 -1.707272 0.016 0.004 0.022
H 0.821136 1.877244 -0.006251 0.009 -0.014 -0.010
H -1.056067 0.577094 0.464538 0.062 0.035 -0.002
H -0.240602 -0.785829 -0.249137 -0.008 0.020 -0.033
H -1.080528 -0.113576 -2.726991 -0.051 0.018 0.013
C -4.532494 -1.839455 0.598631 0.014 0.024 0.011
C -3.834967 -1.202458 1.780675 -0.054 0.034 -0.175
O -2.624869 -1.114596 1.829209 0.030 -0.022 0.173
N -4.613494 -0.710756 2.791056 0.043 -0.013 0.056
C -6.052535 -0.711983 2.884335 -0.076 -0.021 -0.060
H -3.759820 -2.126539 -0.108162 -0.024 -0.001 -0.016
H -5.112001 -2.714264 0.898755 0.018 -0.010 0.015
H -5.209356 -1.134709 0.113353 0.017 0.010 -0.005
H -4.081821 -0.282909 3.532620 0.000 0.001 -0.011
H -6.456046 0.302374 2.928649 0.025 0.009 0.003
H -6.400904 -1.259130 3.763678 0.029 0.000 0.010
H -6.475684 -1.194930 2.007964 -0.006 0.003 0.012

(4)
24
Properties=species:S:1:pos:R:3:forces:R:3 method="wB97M-V/def2-TZVPD" spin_multiplicity=1 smiles=CP(C)OOC(C)(C)C gap_ev=9.48 total_energy_ev=-19845.3105 charge=0 homo_energy_ev=-8.53 e_lumo_ev=0.9
C 1.868658 -1.046831 -1.473142 1.897 -0.676 1.474
C 2.171078 -1.549278 1.019235 -0.966 1.769 0.862
C -0.077968 -2.032995 -0.186541 2.490 2.711 0.331
C -2.659570 1.413038 -0.721078 -0.093 0.678 -0.898
C -1.334975 2.807678 1.337779 0.740 -1.389 -0.877
C 1.199917 -1.096288 -0.089276 -0.794 0.012 -0.443
O 0.867575 0.217007 0.436915 -0.170 0.759 -0.844
O -0.128396 0.990525 -0.399060 2.073 -1.215 -0.290
P -1.406040 1.012880 0.585268 -1.890 1.515 1.961
H 1.095609 -0.733264 -2.139962 -0.011 -0.190 -1.133
H 2.706983 -0.337057 -1.439993 -0.472 0.310 -0.105
H 2.469821 -2.025528 -1.662990 -1.814 1.307 -0.094
H 1.533665 -2.114119 1.684500 0.302 -0.299 0.584
H 2.495282 -0.590369 1.611566 -0.070 -1.991 -1.252
H 2.957371 -2.184064 0.637020 0.387 0.177 0.054
H -0.311019 -2.294586 0.773407 -0.693 -0.934 2.577
H -0.956232 -1.587386 -0.568348 -0.568 0.410 -1.198
H 0.365524 -2.823328 -0.674963 -0.048 -2.209 -1.472
H -3.613406 1.881869 -0.260127 1.345 -1.438 -0.718
H -2.735395 0.411722 -1.272694 -0.700 1.575 0.622
H -2.312167 2.213035 -1.470516 -0.203 -1.204 1.020
H -1.406789 3.367719 0.417264 0.797 0.800 -0.096
H -0.529971 3.075379 2.056604 -0.315 -0.338 -0.921
H -2.259557 3.024239 1.799132 -1.224 -0.139 0.857

(5)
26
Properties=species:S:1:pos:R:3:forces:R:3 method="wB97M-V/def2-TZVPD" spin_multiplicity=1 gap_ev=10.23 total_energy_ev=-11981.9808 charge=+1 homo_energy_ev=-13.01 e_lumo_ev=-2.8
C 1.092179 0.008193 0.922755 -0.163 0.028 0.005
C 1.481627 1.049024 -1.050429 0.112 0.065 -0.425
C 1.922711 -0.425645 -1.142109 0.164 0.037 -0.467
C 0.387168 2.357614 0.818656 -0.346 0.525 0.188
C 1.695190 -2.336868 0.514403 -0.139 -0.673 0.233
C -2.455072 0.199225 -1.248113 -0.104 -0.009 -0.290
C -3.169322 -0.608194 0.808118 -0.355 -0.227 0.221
N 1.007919 1.164911 0.323946 0.279 -0.384 0.031
N 1.600932 -0.944075 0.182570 -0.037 0.400 0.066
N -2.249264 0.117863 -0.013781 0.723 0.340 0.007
H 2.303418 1.747449 -1.227076 -0.091 -0.073 0.026
H 0.669674 1.289707 -1.740259 0.052 -0.008 0.047
H 1.380026 -0.985118 -1.909064 0.040 0.067 0.091
H 2.995130 -0.532808 -1.330713 -0.144 0.009 0.016
H -0.544314 2.538866 0.278698 0.011 -0.040 0.038
H 0.158532 2.243201 1.875059 0.008 0.010 0.005
H 1.049600 3.212888 0.683954 0.032 -0.057 0.035
H 1.748496 -2.456218 1.597393 0.025 -0.018 -0.111
H 0.821946 -2.883108 0.140778 0.135 0.059 0.014
H 2.590448 -2.764918 0.064388 0.004 0.070 0.080
H 0.769550 -0.149970 1.938688 -0.068 -0.014 0.121
H -3.298700 -0.258389 -1.770082 -0.109 -0.078 0.092
H -1.764562 0.769470 -1.856518 0.114 0.105 -0.167
H -2.602418 -1.309267 1.422875 -0.143 -0.031 0.038
H -3.935142 -1.147023 0.238327 0.019 0.000 0.044
H -3.655746 0.103196 1.477541 -0.018 -0.102 0.062

(6)
22
Properties=species:S:1:pos:R:3:forces:R:3 method="wB97M-V/def2-TZVPD" spin_multiplicity=1 smiles="C=C(N)CCN.O.O" gap_ev=8.78 total_energy_ev=-11449.8179 charge=0 homo_energy_ev=-8.22 e_lumo_ev=0.6
C -0.369709 1.639178 0.489980 -0.934 -0.111 0.722
C 1.019108 1.012125 0.672812 0.303 0.628 0.171
C 0.983610 -0.315698 1.375578 0.584 -0.503 0.090
C 0.547536 -0.466872 2.622727 -0.409 -0.153 0.240
N 1.596052 -1.354963 0.666962 -0.199 -0.208 -0.429
N -0.629381 2.054037 -0.882244 0.529 -0.965 -0.238
H -1.103441 0.880097 0.790252 0.066 -0.024 -0.439
H -0.592854 2.433523 1.213085 0.477 0.177 -0.037
H 1.713287 1.647215 1.235990 -0.374 0.151 0.142
H 1.523050 0.950067 -0.285906 -0.137 -0.424 -0.306
H 0.456410 -1.438837 3.087408 0.191 -0.128 -0.077
H 0.190155 0.348005 3.224506 -0.012 0.384 -0.019
H 1.247053 -1.458044 -0.278387 0.184 0.228 -0.172
H 1.594777 -2.261208 1.114725 -0.117 0.164 0.248
H -1.590219 2.193445 -1.153210 0.099 0.384 0.272
H 0.012342 2.762957 -1.192217 -0.269 0.342 -0.161
H -1.528789 -2.793127 -2.148419 -0.164 0.197 0.148
H -2.884179 -2.439079 -1.483392 0.269 -0.019 -0.102
O -2.366351 -3.165938 -1.847378 -0.040 -0.104 -0.032
H -0.132282 0.370571 -1.767862 0.203 -0.167 -0.402
H 0.086620 -0.191075 -3.190587 0.034 -0.002 0.000
O 0.227204 -0.406379 -2.264420 -0.286 0.153 0.379